(1)
Molecular formula: C30H47CoN5OSbSi4
Method: DFT, ωB97M-V/def2-TZVPD

Output
relative energy (zero: lowest compared OMol25 entry of this formula, charge and spin)	4.2	kcal per mole
expectation value of S²	6.029
total charge	0
orbital gap (spin up / spin down)	8.27 / 6.50	eV
highest occupied orbital energy (spin up / spin down)	-8.16 / -8.51	eV
multiplicity	5
DFT total energy	-4301.29168	hartree

XYZ file:
```
89
Properties=species:S:1:pos:R:3:forces:R:3
Co 0.9127 0.2001 0.4328 0.295 0.162 0.362
C -1.1170 -2.2789 -2.4501 -0.015 0.045 0.052
Sb -0.3325 -0.2727 -2.3624 0.015 -0.153 -0.263
C 1.3874 -1.0398 -1.1806 -0.495 -0.108 -0.028
C 1.0526 -2.1465 -0.2911 -0.133 -0.128 0.061
C 1.7478 -3.3529 -0.1552 0.162 0.056 -0.166
C 1.3601 -4.2513 0.8178 -0.050 0.003 0.026
C 0.2982 -3.9396 1.6581 0.031 0.013 -0.037
C -0.3310 -2.7183 1.4831 0.015 -0.037 0.044
N 0.0147 -1.8646 0.5317 0.011 -0.249 -0.014
Si 2.9991 -0.8938 -2.1405 0.124 0.143 -0.010
C 4.4242 -1.0109 -0.9427 -0.040 -0.029 0.025
C 3.0363 -2.2681 -3.4235 -0.023 -0.019 0.061
C 3.0553 0.7426 -3.0393 -0.052 -0.006 0.029
C -2.0268 0.9275 -1.4011 0.197 0.066 0.137
C -1.8129 1.5729 -0.0505 -0.124 -0.114 -0.060
C -2.6760 2.5948 0.3627 0.013 -0.006 0.026
C -2.6153 3.1089 1.6385 0.033 -0.005 0.014
C -1.6856 2.5978 2.5309 0.001 0.002 -0.015
C -0.8386 1.6189 2.0695 -0.030 -0.019 0.063
N -0.8950 1.1203 0.8203 0.226 0.211 -0.156
Si -3.6125 -0.1344 -1.1418 -0.037 -0.017 -0.040
C -4.2231 -0.9627 -2.7188 0.053 0.016 0.037
C -3.3474 -1.3725 0.2393 0.030 0.014 -0.042
C -5.0894 0.8718 -0.5526 0.079 0.062 0.007
Si -2.1659 2.2440 -2.8233 0.043 0.014 -0.122
C -2.5885 1.3846 -4.4463 0.003 -0.059 0.098
C -3.4853 3.5717 -2.6404 0.019 -0.023 0.059
C -0.5544 3.1738 -3.0122 0.013 -0.022 0.139
H -0.2885 -2.8877 -2.8143 0.024 0.018 -0.004
H -1.9397 -2.3509 -3.1527 -0.018 -0.018 -0.045
H -1.4243 -2.6476 -1.4783 -0.013 -0.049 0.016
H 2.5880 -3.5652 -0.8008 0.010 -0.020 0.013
H 1.8893 -5.1885 0.9302 0.005 -0.014 -0.003
H -0.0274 -4.6185 2.4327 -0.004 -0.004 0.017
H -1.1449 -2.4111 2.1296 0.001 0.006 0.014
H 4.4501 -1.9571 -0.4008 -0.006 -0.020 0.016
H 4.3453 -0.2115 -0.2031 0.001 0.025 0.018
H 5.3708 -0.8972 -1.4745 0.031 0.001 -0.005
H 2.8976 -3.2629 -2.9983 0.007 -0.022 -0.001
H 3.9921 -2.2642 -3.9506 0.026 0.017 -0.030
H 2.2486 -2.1098 -4.1639 -0.011 -0.001 -0.022
H 2.7727 1.5582 -2.3726 0.007 0.008 0.014
H 2.3933 0.7585 -3.9064 0.000 -0.002 -0.017
H 4.0720 0.9323 -3.3893 0.036 -0.018 -0.020
H -3.4065 2.9740 -0.3283 -0.040 0.015 -0.007
H -3.2860 3.9055 1.9320 -0.008 0.009 0.001
H -1.5932 2.9647 3.5422 -0.008 -0.006 0.016
H -0.0673 1.1937 2.7030 0.021 0.036 -0.013
H -3.4777 -1.0723 -3.4992 0.028 -0.011 -0.052
H -5.0468 -0.3831 -3.1379 -0.032 0.023 0.000
H -4.6080 -1.9561 -2.4799 -0.013 -0.032 0.010
H -2.7567 -2.2369 -0.0496 0.038 -0.044 0.001
H -4.3230 -1.7299 0.5767 -0.028 0.003 0.000
H -2.8525 -0.8990 1.0889 0.007 0.026 0.038
H -5.3473 1.6992 -1.2112 -0.036 0.027 -0.034
H -4.9615 1.2638 0.4554 -0.019 -0.017 0.034
H -5.9449 0.1918 -0.5364 -0.017 -0.048 -0.013
H -3.6520 1.1559 -4.5117 -0.053 0.002 -0.002
H -2.0356 0.4650 -4.6378 0.017 -0.008 -0.040
H -2.3481 2.0755 -5.2567 0.004 0.048 -0.017
H -4.4679 3.2016 -2.3536 -0.053 -0.014 -0.016
H -3.5918 4.0385 -3.6224 0.018 0.014 -0.040
H -3.1876 4.3534 -1.9414 0.017 0.030 0.008
H 0.3173 2.5343 -3.1500 0.018 0.003 -0.022
H -0.3728 3.8072 -2.1422 -0.014 -0.023 -0.025
H -0.6310 3.8239 -3.8870 -0.025 0.021 -0.030
O 1.7984 1.8380 -0.1957 -0.429 0.443 -0.245
N 2.5165 2.5709 0.6077 0.119 -0.259 0.153
C 2.0270 3.7273 0.9224 0.238 0.285 0.034
C 0.7775 4.2654 0.4549 -0.144 -0.245 -0.101
N -0.2260 4.7005 0.0987 0.103 0.021 0.040
C 2.8094 4.5649 1.7908 -0.028 -0.026 0.050
N 3.3875 5.2613 2.4985 0.007 -0.015 -0.038
C 3.7774 -3.0313 4.4208 0.007 0.021 0.004
Si 2.7326 -1.5102 4.7343 -0.043 -0.054 -0.008
C 1.1220 -2.0061 5.5580 0.027 0.000 -0.003
C 3.6647 -0.3083 5.8168 0.006 -0.002 -0.017
C 2.2992 -0.7510 3.1284 0.144 0.036 0.079
C 1.9517 -0.2586 2.0664 -0.282 0.025 -0.006
H 4.0662 -3.5137 5.3566 -0.002 -0.014 0.023
H 4.6883 -2.7662 3.8821 0.023 0.006 -0.014
H 3.2310 -3.7573 3.8163 -0.019 -0.013 -0.018
H 1.2797 -2.4091 6.5599 0.023 -0.015 0.021
H 0.6116 -2.7664 4.9633 -0.017 -0.011 -0.016
H 0.4565 -1.1452 5.6408 -0.015 0.019 0.012
H 3.9351 -0.7746 6.7665 0.002 -0.006 0.024
H 3.0661 0.5775 6.0317 -0.021 0.021 -0.004
H 4.5821 0.0221 5.3283 0.019 0.009 -0.016
```
Positions in Å, forces in eV/Å.

Mulliken population analysis, charges in e, atoms 1 to 8: Co 1.289; C -1.513; Sb 0.080; C 0.219; C 0.484; C -1.340; C -0.758; C -1.136

***

(2)
Molecular formula: C2H4S3
Method: DFT, ωB97M-V/def2-TZVPD

Output
relative energy (zero: lowest compared OMol25 entry of this formula, charge and spin)	81.5	kcal per mole
total charge	0
orbital gap (spin up / spin down)	5.58 / 5.57	eV
highest occupied orbital energy (spin up / spin down)	-7.47 / -7.46	eV
DFT total energy	-1273.02201	hartree

XYZ file:
```
9
Properties=species:S:1:pos:R:3:forces:R:3
C -2.0549 0.9685 -0.1258 0.031 -1.794 0.770
C 0.6687 0.6771 0.0706 2.796 0.710 0.259
S -3.0327 2.1290 -0.0649 0.082 0.284 -0.327
S -3.4103 -1.8585 -0.0142 -0.949 1.716 1.362
S -0.9451 -0.2424 0.0580 0.328 0.534 -0.443
H 1.5091 -0.0315 -0.2185 -1.462 0.226 -0.284
H 1.0780 0.8621 1.1275 -1.312 0.404 -1.268
H 0.8361 1.5754 -0.6381 -0.766 -1.332 1.358
H -4.2851 -1.3391 1.0075 1.252 -0.749 -1.426
```
Positions in Å, forces in eV/Å.

Mulliken population analysis, charges in e, atoms 1 to 8: C 0.494; C -0.878; S -0.169; S -0.572; S 0.150; H 0.304; H 0.303; H 0.298